{"formula": "C35H78N3O12S2", "method": "wB97M-V/def2-TZVPD", "lumo_ev": -3.5, "total_charge": 1, "e_homo_ev": -10.34, "energy_ev": -88247.3741, "species": ["S", "C", "S", "C", "C", "C", "C", "C", "C", "N", "C", "N", "C", "C", "N", "C", "H", "H", "H", "H", "H", "H", "H", "H", "H", "H", "H", "H", "H", "H", "H", "H", "H", "H", "C", "O", "C", "C", "O", "C", "H", "H", "H", "H", "H", "H", "H", "H", "H", "H", "C", "O", "C", "C", "O", "C", "H", "H", "H", "H", "H", "H", "H", "H", "H", "H", "C", "O", "C", "C", "O", "C", "H", "H", "H", "H", "H", "H", "H", "H", "H", "H", "C", "O", "C", "C", "O", "C", "H", "H", "H", "H", "H", "H", "H", "H", "H", "H", "C", "O", "C", "C", "O", "C", "H", "H", "H", "H", "H", "H", "H", "H", "H", "H", "C", "O", "C", "C", "O", "C", "H", "H", "H", "H", "H", "H", "H", "H", "H", "H"], "positions_angstrom": [[6.509, -0.807, -0.859], [5.326, 0.214, -1.612], [3.570, -0.423, -1.731], [2.906, -0.382, -3.480], [2.694, 1.116, -4.114], [1.118, 1.580, -4.258], [0.606, 2.479, -2.972], [-1.063, 2.576, -3.019], [-1.402, 1.570, -1.742], [-0.406, 2.141, -0.710], [0.939, 1.966, -1.447], [5.700, 1.590, -2.121], [5.014, 2.824, -1.560], [5.722, 4.021, -2.465], [6.736, 3.368, -3.402], [6.742, 1.864, -3.188], [3.639, -1.012, -4.154], [1.835, -0.907, -3.507], [3.274, 1.974, -3.568], [3.111, 1.061, -5.232], [0.398, 0.664, -4.503], [1.081, 2.307, -5.202], [0.984, 3.596, -2.950], [-1.531, 3.605, -2.707], [-1.521, 2.328, -4.067], [-1.133, 0.489, -2.165], [-2.511, 1.455, -1.388], [-0.381, 1.624, 0.209], [-0.525, 3.178, -0.698], [0.951, 0.787, -1.568], [1.785, 2.483, -0.824], [4.174, 2.954, -0.753], [5.428, 5.158, -2.348], [7.386, 1.020, -3.708], [1.623, 6.340, -0.623], [0.700, 6.604, -1.674], [0.084, 7.889, -1.548], [0.749, 8.921, -2.466], [2.104, 9.170, -2.077], [3.038, 8.451, -2.878], [2.259, 5.505, -0.928], [2.262, 7.197, -0.407], [1.076, 6.054, 0.280], [0.094, 8.224, -0.504], [-0.962, 7.774, -1.852], [0.211, 9.870, -2.374], [0.697, 8.608, -3.516], [3.159, 8.957, -3.839], [2.730, 7.416, -3.045], [4.000, 8.447, -2.359], [6.440, -6.060, 2.479], [7.215, -5.538, 3.552], [8.618, -5.558, 3.271], [9.118, -4.182, 2.819], [8.541, -3.800, 1.567], [7.445, -2.904, 1.726], [5.402, -5.751, 2.624], [6.774, -5.693, 1.508], [6.485, -7.154, 2.493], [8.854, -6.329, 2.526], [9.127, -5.827, 4.203], [10.202, -4.234, 2.669], [8.924, -3.420, 3.585], [7.824, -1.897, 1.924], [6.775, -3.209, 2.533], [6.878, -2.888, 0.791], [-0.980, -0.874, 1.417], [-2.291, -0.369, 1.191], [-2.980, -1.085, 0.161], [-3.952, -2.114, 0.748], [-3.257, -3.147, 1.453], [-3.259, -2.937, 2.862], [-0.630, -0.499, 2.382], [-0.953, -1.965, 1.443], [-0.307, -0.510, 0.634], [-2.268, -1.560, -0.526], [-3.554, -0.348, -0.411], [-4.492, -2.595, -0.074], [-4.693, -1.631, 1.397], [-4.229, -3.230, 3.273], [-3.047, -1.899, 3.127], [-2.485, -3.572, 3.303], [-7.820, -1.973, 2.306], [-8.012, -1.566, 0.957], [-9.365, -1.736, 0.523], [-10.139, -0.414, 0.571], [-10.284, 0.059, 1.914], [-9.333, 1.068, 2.239], [-6.875, -1.553, 2.659], [-8.618, -1.622, 2.963], [-7.759, -3.064, 2.355], [-9.868, -2.511, 1.115], [-9.327, -2.082, -0.515], [-11.148, -0.584, 0.181], [-9.661, 0.346, -0.059], [-9.651, 2.021, 1.807], [-8.330, 0.821, 1.884], [-9.300, 1.169, 3.327], [10.080, 0.226, -0.399], [9.718, 0.388, 0.968], [10.516, -0.414, 1.843], [11.632, 0.410, 2.495], [12.577, 0.872, 1.525], [12.346, 2.227, 1.149], [9.655, 1.057, -0.967], [11.161, 0.227, -0.545], [9.660, -0.710, -0.780], [10.925, -1.281, 1.309], [9.852, -0.789, 2.629], [12.179, -0.232, 3.193], [11.220, 1.250, 3.068], [12.732, 2.892, 1.927], [11.288, 2.436, 0.980], [12.891, 2.421, 0.221], [-14.305, -6.625, 1.482], [-14.814, -5.317, 1.243], [-14.020, -4.301, 1.862], [-13.072, -3.640, 0.855], [-12.095, -4.567, 0.370], [-12.438, -5.095, -0.908], [-14.763, -7.307, 0.761], [-13.222, -6.676, 1.363], [-14.579, -6.945, 2.491], [-13.466, -4.708, 2.718], [-14.711, -3.542, 2.243], [-12.526, -2.837, 1.362], [-13.629, -3.192, 0.024], [-12.206, -4.357, -1.681], [-13.491, -5.374, -0.972], [-11.831, -5.987, -1.082]], "forces_ev_per_a": [[-2.99, 2.73, -1.96], [2.30, -0.77, 0.13], [0.80, 0.38, -0.14], [-0.10, 0.62, -1.62], [-0.17, 0.04, -1.36], [0.73, 0.78, -0.04], [-0.99, 1.71, 0.15], [-0.15, -0.04, 1.49], [-1.21, -0.78, -2.61], [0.27, -0.85, -1.41], [-0.40, -2.08, -1.30], [-0.55, 0.75, 0.14], [3.70, 2.39, -4.83], [-0.38, -6.14, 1.25], [-2.66, -3.45, 3.14], [-3.07, 5.07, 2.38], [-1.57, 1.29, 1.38], [2.48, 0.85, 0.53], [-0.93, -1.82, -0.91], [-0.84, 0.20, 2.49], [1.48, 1.92, 0.78], [-0.12, -1.56, 2.14], [-0.43, -2.29, -0.77], [1.29, -1.64, -0.73], [0.95, 0.02, 2.24], [0.00, 2.19, 1.67], [2.28, 0.84, -0.34], [-0.39, 1.05, -0.95], [-0.45, -0.98, 0.84], [0.94, 2.49, 0.81], [-1.55, -1.25, -1.53], [2.08, -0.97, -1.77], [1.14, -2.67, -0.60], [-1.63, 2.18, 1.34], [-0.16, -0.10, -0.17], [0.19, 0.02, 0.28], [0.02, 0.10, -0.54], [0.19, 0.11, 0.55], [-0.29, -0.54, -0.23], [0.10, 0.29, 0.13], [-0.05, 0.01, -0.09], [-0.05, 0.01, -0.01], [0.07, 0.06, 0.17], [0.11, 0.00, -0.15], [0.05, 0.03, 0.01], [-0.01, -0.08, 0.00], [0.00, -0.07, 0.14], [0.05, -0.11, -0.07], [-0.08, 0.00, -0.01], [-0.15, 0.11, -0.02], [-0.09, -0.03, 0.25], [0.26, 0.03, -0.47], [-0.20, 0.45, 0.31], [-0.01, -0.44, -0.39], [-0.25, 0.09, 0.46], [0.19, -0.12, -0.22], [0.13, -0.03, 0.10], [0.08, 0.02, 0.01], [-0.03, -0.02, -0.12], [-0.03, 0.17, 0.00], [0.00, 0.02, -0.05], [-0.04, -0.02, 0.03], [-0.08, -0.13, -0.04], [-0.08, 0.13, 0.06], [0.05, -0.05, 0.03], [0.16, -0.12, 0.14], [-0.30, 0.18, 0.35], [0.35, -0.14, -0.27], [-0.47, -0.01, 0.40], [0.40, -0.38, -0.17], [-0.03, 0.69, -0.02], [0.02, -0.29, -0.02], [-0.09, 0.03, -0.10], [-0.01, 0.03, -0.10], [0.28, -0.14, -0.20], [-0.03, -0.08, 0.13], [-0.08, -0.06, 0.03], [0.01, 0.09, 0.04], [0.15, 0.04, -0.10], [0.01, 0.07, 0.10], [-0.03, 0.02, -0.05], [-0.13, 0.02, -0.14], [0.15, -0.06, -0.18], [-0.29, 0.03, 0.27], [0.15, 0.44, -0.20], [-0.13, -0.41, 0.42], [0.50, 0.04, -0.32], [-0.30, -0.06, 0.15], [-0.05, -0.01, -0.11], [-0.04, 0.01, -0.06], [-0.04, -0.02, 0.12], [0.02, 0.15, -0.04], [-0.04, 0.00, 0.05], [0.05, -0.02, -0.01], [0.05, -0.11, 0.08], [0.10, 0.08, -0.01], [-0.02, -0.06, -0.05], [-0.11, -0.05, -0.14], [-0.20, 0.08, 0.05], [0.39, -0.22, -0.06], [-0.07, 0.52, 0.16], [0.20, -0.35, -0.43], [-0.55, 0.17, 0.12], [0.26, -0.13, -0.04], [-0.06, -0.06, 0.14], [0.02, -0.02, 0.09], [0.08, -0.05, -0.10], [0.03, 0.14, 0.04], [0.04, 0.00, 0.01], [-0.04, 0.01, -0.02], [-0.05, -0.08, -0.13], [-0.06, 0.12, -0.01], [-0.01, -0.06, 0.04], [0.00, -0.10, 0.15], [-0.26, -0.02, -0.04], [0.55, 0.08, 0.14], [-0.28, 0.09, -0.53], [0.21, -0.37, 0.40], [-0.45, 0.08, -0.15], [0.25, -0.03, 0.11], [-0.04, 0.15, 0.08], [0.02, 0.08, 0.01], [0.09, -0.08, 0.02], [0.04, 0.03, -0.17], [0.05, -0.01, -0.02], [-0.04, 0.01, 0.03], [-0.03, -0.14, 0.09], [-0.08, -0.01, -0.12], [0.01, 0.05, 0.06], [-0.01, 0.15, 0.09]], "mulliken_charge": [0.08, -0.42, -0.07, -0.65, -0.15, -0.96, 0.66, -0.89, -0.12, 0.03, -0.46, 0.44, -0.23, -0.25, -0.54, -0.08, 0.38, 0.32, 0.03, 0.36, 0.28, 0.33, 0.22, 0.26, 0.36, 0.23, 0.19, 0.32, 0.34, 0.05, 0.01, 0.32, 0.30, 0.32, -0.65, -0.22, -0.55, -0.53, -0.39, -0.66, 0.00, 0.46, 0.32, 0.37, 0.33, 0.39, 0.31, 0.36, 0.23, 0.24, -0.71, -0.38, -0.67, -0.40, -0.36, -0.55, 0.24, 0.30, 0.33, 0.35, 0.39, 0.39, 0.35, 0.32, 0.32, 0.09, -0.66, -0.37, -0.34, -0.39, -0.41, -0.68, 0.23, 0.41, 0.15, 0.30, 0.33, 0.41, 0.13, 0.31, 0.30, 0.25, -0.85, -0.31, -0.40, -0.66, -0.36, -0.71, 0.24, 0.43, 0.33, 0.31, 0.35, 0.42, 0.37, 0.32, 0.25, 0.25, -0.78, -0.30, -0.16, -0.76, -0.38, -0.70, 0.21, 0.41, 0.30, 0.35, 0.21, 0.40, 0.35, 0.33, 0.28, 0.25, -0.71, -0.37, -0.72, -0.08, -0.37, -0.78, 0.25, 0.30, 0.32, 0.35, 0.38, 0.18, 0.33, 0.31, 0.36, 0.25]}